(1)
{"formula": "C42H63AsIMoN7O3Sb", "method": "ωB97M-V/def2-TZVPD", "multiplicity": 1, "de_lowest_kcal_mol": 0.0, "lumo_energy_ev": -3.015, "total_charge": 1, "e_tot_ha": -5088.7574, "species": ["I", "Sb", "Mo", "As", "O", "O", "O", "N", "N", "N", "N", "N", "N", "N", "C", "C", "C", "C", "C", "C", "C", "C", "C", "C", "C", "C", "C", "C", "C", "C", "C", "C", "C", "C", "C", "C", "C", "C", "C", "C", "C", "C", "C", "C", "C", "C", "C", "C", "C", "C", "C", "C", "C", "C", "C", "C", "H", "H", "H", "H", "H", "H", "H", "H", "H", "H", "H", "H", "H", "H", "H", "H", "H", "H", "H", "H", "H", "H", "H", "H", "H", "H", "H", "H", "H", "H", "H", "H", "H", "H", "H", "H", "H", "H", "H", "H", "H", "H", "H", "H", "H", "H", "H", "H", "H", "H", "H", "H", "H", "H", "H", "H", "H", "H", "H", "H", "H", "H", "H"], "coordinates": [[3.4689, -1.7163, 0.8588], [1.3290, 3.5076, 0.3138], [0.1601, 0.4134, 1.1360], [0.0269, -2.0277, -1.4182], [-0.3415, 2.2578, 5.1626], [1.5975, 0.1174, 0.4113], [1.2083, 1.0837, 4.2504], [-0.6786, -1.3335, 0.1492], [0.1429, 1.6421, 4.2290], [0.9121, -1.2199, 2.5868], [-2.3350, 2.0780, 1.6583], [-2.3865, 2.8595, 3.7624], [-1.8017, 1.3888, 0.5532], [-0.5333, 1.5480, 3.0036], [4.1065, 2.3930, -0.0127], [-2.4816, -2.9580, 0.6324], [-4.1142, -2.0737, -3.9092], [1.2434, -6.0767, -0.4404], [-1.0999, 5.4350, -0.1193], [0.3467, -4.4927, 1.1986], [-3.2958, -1.3722, 2.7557], [1.3419, -3.3285, -3.6993], [0.7436, -4.7903, -0.2194], [0.2004, -1.5127, 3.6893], [-0.6181, 3.9544, -2.0442], [0.0155, 4.8165, -0.9534], [0.7119, 5.3619, 2.7377], [-1.7611, -1.7664, 0.8689], [-1.6148, 0.3552, -2.5263], [-2.2218, -0.9922, 1.9538], [0.7782, 5.9352, -1.6599], [3.8981, 4.4442, -1.3862], [-3.5548, -3.2872, -3.5501], [-5.4016, -1.9944, -4.6784], [1.7287, -6.4886, -1.6639], [2.4841, -2.8592, 3.3462], [2.6459, 3.8412, 3.0151], [-2.2343, -0.9940, -2.8247], [2.8844, 5.9029, 1.6675], [1.2404, -4.2728, -2.5254], [-2.3563, -3.4004, -2.8450], [0.6804, -3.8876, -1.2804], [-3.9725, -2.5474, 2.4993], [-1.6756, -2.2297, -2.4508], [2.0587, -1.9032, 2.4216], [2.7183, 2.3684, -2.0872], [1.7294, -3.1439, 4.4644], [-3.5465, -3.3294, 1.4218], [-1.7240, 2.1671, 2.8636], [3.1508, 3.2106, -0.8845], [-3.4254, -0.9317, -3.5366], [0.5473, -2.4472, 4.6362], [-1.9072, -4.8193, -2.5814], [2.2630, -7.8755, -1.8799], [1.7373, -5.5530, -2.6941], [1.9293, 4.7705, 2.0369], [-3.2740, 3.2755, 3.5469], [-6.1570, -1.4395, -4.1212], [4.9746, 2.1065, -0.6140], [-1.0121, -5.0744, -3.1449], [1.0434, 5.8308, 3.6698], [-5.2547, -1.4834, -5.6302], [1.7050, -8.3902, -2.6624], [-1.6616, 2.0461, -0.2102], [-4.0672, -4.1986, -3.8376], [-5.7972, -2.9861, -4.8867], [3.0884, 6.4968, 2.5648], [1.4716, 5.5399, -2.3976], [-1.7995, 5.9432, -0.7918], [-1.2683, 4.5813, -2.6631], [1.7842, -3.8408, -4.5506], [4.2697, 5.0736, -0.5824], [-0.5157, -5.0838, 1.5084], [1.2642, -6.7685, 0.3964], [2.1970, 1.4564, -1.7872], [-0.0990, -2.6070, 5.4866], [-1.6637, 4.6903, 0.4513], [2.1951, -8.4698, -0.9710], [-1.7481, -0.0518, 2.2047], [3.4165, -3.3703, 3.1632], [0.2283, 6.1381, 2.1542], [-2.1667, -3.5956, -0.1801], [0.1362, -3.4430, 1.3548], [0.0653, 6.5644, -2.2044], [0.3707, -2.9392, -4.0151], [3.8418, 5.5212, 1.3207], [3.3083, -7.8458, -2.1883], [-1.7014, -5.0325, -1.5349], [-0.6729, 0.3117, -1.9802], [-3.6019, -0.7372, 3.5812], [3.6063, 2.0770, -2.6558], [2.1462, -5.8319, -3.6596], [2.9451, 4.4109, 3.9001], [0.1196, 3.4947, -2.6989], [2.0179, 3.0172, 3.3437], [-2.6897, -5.5017, -2.9089], [-0.7366, 6.1858, 0.5739], [-0.0352, 4.6067, 2.9953], [-1.4286, 0.8963, -3.4549], [2.0718, 2.9285, -2.7631], [-4.0609, -4.2571, 1.2028], [4.4769, 2.9708, 0.8334], [1.1773, -4.7614, 1.8511], [-4.8089, -2.8524, 3.1117], [-2.4371, 0.6492, 0.2539], [3.3070, 5.0679, -2.0499], [-0.7119, -0.9592, 3.8274], [1.3287, 6.5756, -0.9722], [-1.9820, 2.9653, 4.6780], [-1.2433, 3.1439, -1.6699], [3.6447, 1.4820, 0.3692], [-3.8203, 0.0429, -3.8098], [2.4822, 6.5731, 0.9086], [2.0585, -3.8857, 5.1788], [-2.3333, 0.9527, -1.9576], [3.5435, 3.3985, 2.5872], [-3.2231, 2.5360, 1.5383], [1.9715, -2.4695, -3.4599], [4.7667, 4.0986, -1.9559]], "mulliken_charge": [0.06, 0.70, 0.59, 1.46, -0.87, -0.29, -0.59, 1.60, 0.70, 1.29, -0.39, -0.22, -0.31, 0.48, -1.87, -0.70, 0.40, -0.79, -1.62, -1.38, -0.69, -1.77, 1.11, 0.36, -1.54, 1.69, -1.65, 1.67, -1.29, 0.00, -1.75, -1.53, -0.94, -1.63, 0.52, -0.74, -1.78, -0.04, -1.73, -0.19, 0.94, 0.51, -1.35, 0.10, -0.14, -2.02, -0.65, -0.86, 0.24, 1.83, -0.88, -1.31, -1.34, -1.62, -0.63, 1.75, 0.16, 0.35, 0.54, 0.23, 0.52, 0.35, 0.34, -0.06, 0.30, 0.37, 0.51, 0.40, 0.49, 0.51, 0.45, 0.23, 0.44, 0.36, 0.30, 0.54, 0.11, 0.35, -0.08, 0.49, 0.34, 0.43, -0.97, 0.48, 0.32, 0.36, 0.36, 0.21, -0.24, 0.44, 0.52, 0.39, 0.45, 0.20, 0.26, 0.43, 0.37, 0.17, 0.73, 0.25, 0.50, 0.27, 0.67, 0.41, 0.51, 0.25, 0.18, 0.23, 0.23, 0.10, 0.15, 0.51, 0.22, 0.44, 0.33, 0.32, 0.23, 0.32, 0.52]}

(2)
{"formula": "C42H63ClCsIN8O4SSe", "method": "ωB97M-V/def2-TZVPD", "multiplicity": 1, "de_lowest_kcal_mol": 13.5, "lumo_energy_ev": 3.393, "total_charge": -2, "e_tot_ha": -5955.1365, "species": ["Cs", "I", "Se", "Cl", "S", "O", "O", "O", "O", "N", "N", "N", "N", "N", "N", "N", "N", "C", "C", "C", "C", "C", "C", "C", "C", "C", "C", "C", "C", "C", "C", "C", "C", "C", "C", "C", "C", "C", "C", "C", "C", "C", "C", "C", "C", "C", "C", "C", "C", "C", "C", "C", "C", "C", "C", "C", "C", "C", "C", "H", "H", "H", "H", "H", "H", "H", "H", "H", "H", "H", "H", "H", "H", "H", "H", "H", "H", "H", "H", "H", "H", "H", "H", "H", "H", "H", "H", "H", "H", "H", "H", "H", "H", "H", "H", "H", "H", "H", "H", "H", "H", "H", "H", "H", "H", "H", "H", "H", "H", "H", "H", "H", "H", "H", "H", "H", "H", "H", "H", "H", "H", "H"], "coordinates": [[0.1657, 0.0677, -0.6683], [-0.6709, 2.6089, -6.2699], [1.1975, -1.3027, 3.6436], [3.3953, -3.4696, -3.8580], [-2.3142, -3.7587, -2.7808], [0.6215, 2.3897, -2.3477], [2.7412, -0.7665, -2.6560], [-1.6093, -2.3061, 2.3358], [0.5472, -0.9442, -3.0639], [-4.7202, 4.9975, -1.7252], [-1.8908, -3.7750, -0.1300], [-1.3215, 1.5809, 1.6759], [1.7322, 1.6124, -4.1633], [-3.6403, 2.8909, -2.4619], [-4.0885, 0.7249, -1.3594], [-3.3814, -2.2263, -0.9104], [1.3783, 1.5989, 1.7076], [3.7909, -0.6220, 5.3306], [-3.4643, -5.9512, 1.4922], [1.4893, -4.3668, 2.8155], [-0.7335, 2.3942, 2.5582], [2.8623, 2.9299, 3.6694], [2.6113, -2.4946, 4.0936], [-2.5338, -3.2320, -1.1903], [-3.6475, 4.3317, 4.0720], [-0.9535, -4.8798, -0.2535], [4.7333, -4.2529, 4.7736], [3.6189, 3.6295, 4.7957], [-6.0838, -3.8574, -1.2975], [4.7341, -2.9254, 5.1871], [2.6104, -3.8339, 3.6609], [-5.1509, 4.2339, 3.8131], [-3.1879, 5.7542, 3.7233], [3.4844, 2.1917, 2.6735], [3.3182, 5.1333, 4.7573], [1.7194, -1.3925, -2.9938], [0.6132, 2.0222, -3.5124], [-5.5218, -1.8970, 0.2855], [1.7975, -2.9023, -3.2737], [-6.1987, -3.2573, 0.1021], [-3.3885, 4.0568, 5.5589], [-3.9993, -1.9370, 0.3703], [-3.9123, 1.7667, -1.8576], [-3.4493, 2.4818, 2.3098], [-2.8586, 3.3341, 3.2291], [5.8620, -5.1814, 5.1388], [3.6596, -4.6814, 4.0075], [0.7644, 2.3443, 2.6263], [3.7079, -2.0484, 4.8603], [-2.2239, -6.7163, 1.0380], [1.4738, 2.9967, 3.6262], [-1.4707, 3.2727, 3.3411], [3.1589, 3.0483, 6.1403], [-4.2391, 3.9859, -2.0384], [-1.6266, -6.2480, -0.2887], [2.6992, 1.5416, 1.7318], [-0.7127, 1.9358, -4.2368], [5.1299, 3.4324, 4.6774], [-2.6417, 1.6343, 1.5627], [-3.6964, -2.6953, 1.0892], [3.1657, 0.9046, 0.9872], [-3.2236, -4.9273, 1.7769], [-0.3628, -4.7436, -1.1599], [-5.8074, -1.2062, -0.5138], [-6.4629, -3.1577, -2.0475], [-2.3934, -6.2311, -1.0676], [5.3990, 2.3762, 4.7359], [4.5574, 2.0739, 2.6319], [3.3424, 1.9740, 6.1805], [1.6724, -5.4061, 2.5326], [1.5938, -3.4402, -2.3489], [2.0918, 3.2082, 6.3012], [1.5741, 1.1151, -5.0264], [-1.8163, -1.3714, 2.2096], [-6.6701, -4.7772, -1.3726], [-3.7176, -1.6987, -1.7020], [5.9313, -5.3259, 6.2212], [-2.3309, 4.1538, 5.8092], [-5.3944, 4.4546, 2.7725], [3.6359, -5.7099, 3.6567], [-4.5138, 2.4761, 2.1265], [3.8500, 5.6431, 5.5655], [-1.4647, 2.5284, -3.7244], [6.8264, -4.7929, 4.8014], [1.3724, -3.7637, 1.9110], [3.6353, 5.5685, 3.8072], [5.6291, 3.9523, 5.4983], [4.7655, -0.4183, 5.7830], [-3.9479, 4.7679, 6.1730], [2.3974, 1.1429, -3.5503], [0.5356, -4.3041, 3.3478], [5.5162, 3.8356, 3.7389], [-0.9669, 3.9335, 4.0319], [-3.7470, 6.4836, 4.3159], [-1.0074, 0.8875, -4.2779], [5.5694, -2.5538, 5.7778], [-3.6448, -0.9716, 0.7378], [-0.8706, -6.9731, -0.6100], [2.2521, 5.3327, 4.8772], [-3.3563, 5.9657, 2.6659], [-2.1253, 5.8934, 3.9296], [3.0069, -0.4076, 6.0631], [-1.8436, -3.2428, 0.7391], [3.6171, 0.0666, 4.4995], [-4.2062, -5.9029, 0.6893], [0.9480, 3.5520, 4.3896], [-3.7036, 3.0466, 5.8273], [-5.6741, 4.9585, 4.4414], [-5.7917, -3.9599, 0.8383], [-3.0900, 1.0100, 0.7944], [-5.0557, -4.0931, -1.5727], [-5.8780, -1.4488, 1.2190], [-1.4570, -6.6597, 1.8192], [-0.7000, -2.2617, 2.7261], [-3.9268, -6.4368, 2.3554], [-5.5351, 3.2407, 4.0538], [-7.2600, -3.1442, 0.3477], [5.7220, -6.1623, 4.6819], [-2.4803, -7.7768, 0.9407], [-0.2806, -4.8197, 0.6057], [3.7022, 3.5276, 6.9598], [1.0520, -3.1835, -4.0085]], "mulliken_charge": [0.90, 0.01, -0.15, -0.28, -0.43, -0.63, -0.74, -0.48, -0.73, -0.70, 0.71, 0.44, -0.44, -0.65, -0.59, 0.38, 0.46, -1.02, -0.80, -1.14, -0.83, 0.19, -0.35, -0.30, 2.15, -0.19, 0.80, 2.16, -1.08, -1.14, 1.03, -2.21, -1.62, -0.05, -1.76, 0.42, 0.66, -0.98, 0.07, -0.31, -1.58, 0.91, 0.48, -0.68, 0.38, -1.51, -1.30, -0.60, 1.33, -0.47, -0.08, -0.33, -1.28, 0.45, -0.72, -0.92, -0.53, -2.14, -0.62, 0.33, 0.43, 0.02, 0.15, 0.41, 0.35, 0.30, 0.29, 0.45, 0.06, 0.28, -0.12, 0.31, 0.22, 0.23, 0.36, 0.30, 0.31, 0.30, 0.42, 0.21, 0.53, 0.46, 0.21, 0.32, 0.21, 0.40, 0.47, 0.28, 0.44, 0.27, 0.30, 0.42, 0.33, 0.44, 0.28, 0.27, -1.12, 0.40, 0.27, 0.40, 0.30, 0.34, 0.05, -0.08, 0.19, 0.23, 0.38, 0.45, 0.14, 0.26, 0.13, 0.38, 0.21, -0.26, 0.46, 0.39, 0.40, 0.33, 0.35, -0.15, 0.47, 0.30]}

HOMO in eV, matching the order above: -9.29, -2.27
Gap between HOMO and LUMO in Ha, matching the order above: 0.2307, 0.2081